{
  "formula": "C8H14O",
  "method": "the ωB97M-V functional and the def2-TZVPD basis",
  "total_energy_ev": -10567.481,
  "largest_force_ev_per_a": 4.3,
  "molar_mass_g_mol": 126.20,
  "smiles": "C/C=C/[C@H]1[C@H](O)C1(C)C",
  "lumo_ev": 0.8,
  "orbital_gap_ev": 8.5,
  "species": ["C", "C", "C", "C", "C", "O", "C", "C", "C", "H", "H", "H", "H", "H", "H", "H", "H", "H", "H", "H", "H", "H", "H"],
  "positions_angstrom": [[3.7108, -0.4090, 0.1803], [2.3841, -0.8719, -0.1036], [1.3050, -0.2092, 0.2012], [-0.0553, -0.5101, -0.2071], [-1.3146, -0.8035, 0.8588], [-2.0737, -1.8921, 0.7093], [-1.3077, 0.3691, -0.0706], [-1.1686, 1.7281, 0.5781], [-2.2304, 0.3818, -1.2868], [3.6239, 0.0051, 1.1719], [4.5090, -1.0982, 0.1001], [3.9305, 0.4657, -0.4484], [2.3475, -1.5099, -0.9312], [1.4191, 0.6195, 0.8602], [-0.2719, -1.1674, -0.9848], [-0.9450, -0.7050, 1.9587], [-2.6985, -1.7044, -0.1075], [-1.0946, 2.4907, -0.1069], [-0.2313, 1.6935, 1.2259], [-2.1203, 1.9598, 1.1463], [-2.6379, -0.6397, -1.5882], [-1.8028, 0.9807, -2.1493], [-3.2773, 0.8265, -1.0066]],
  "forces_ev_per_a": [[0.6326, 2.2452, 0.9589], [-0.1751, -0.3244, -1.8378], [-1.6046, 0.2389, 0.7230], [-2.4369, 0.2844, 1.7210], [3.7481, 1.8142, 1.0809], [-3.0610, -0.7625, -2.9330], [0.1794, 0.2799, -0.0191], [-0.2005, -1.7471, 2.6835], [-2.5560, 0.0767, 0.2077], [0.7944, 0.1619, 0.6897], [0.6611, -0.8368, 0.0385], [0.2447, -0.2810, -0.1188], [-0.4908, -1.6956, -0.9179], [0.0582, 0.6140, 0.7081], [0.4889, -1.2735, -1.4258], [-0.9215, 0.2752, -2.0430], [1.7354, -0.8310, 2.5072], [0.5551, 1.7365, -1.8163], [-1.5622, 0.4750, -0.4764], [1.2333, -0.3087, -0.1460], [1.2681, 0.9813, -0.2110], [-0.5237, -1.0200, 0.9608], [1.9329, -0.1025, -0.3342]],
  "lowdin_charge": [-0.117, -0.197, -0.101, -0.115, -0.280, -0.013, -0.495, -0.035, -0.047, 0.074, 0.062, 0.091, 0.094, 0.096, 0.112, 0.183, 0.143, 0.042, 0.096, 0.108, 0.081, 0.107, 0.112]
}

=====

{
  "formula": "C8H14OS",
  "method": "the ωB97M-V functional and the def2-TZVPD basis",
  "total_energy_ev": -21402.887,
  "largest_force_ev_per_a": 3.5,
  "molar_mass_g_mol": 158.27,
  "lumo_ev": 0.8,
  "orbital_gap_ev": 9.0,
  "species": ["C", "C", "C", "C", "C", "C", "C", "C", "O", "S", "H", "H", "H", "H", "H", "H", "H", "H", "H", "H", "H", "H", "H", "H"],
  "positions_angstrom": [[0.1770, 0.3689, -0.2964], [-2.9512, -0.2973, 1.6725], [0.5852, 1.7893, 0.2224], [-0.5677, 2.4975, -0.5159], [-2.0297, -0.7285, 2.4694], [2.2028, -1.0815, 0.0954], [0.1683, -1.6688, -1.6135], [1.1806, -0.5669, -0.9767], [-3.7261, 0.0780, 0.9187], [-0.8287, 1.1447, -1.6533], [0.8675, 1.9194, 1.2542], [1.4588, 2.1236, -0.4470], [-1.4518, 2.5888, 0.0669], [-0.2324, 3.5301, -0.9630], [-0.5367, -0.0685, 0.4217], [-1.5528, -0.2597, 3.2661], [-1.7924, -1.7637, 2.5302], [2.8838, -1.7748, -0.4552], [1.7229, -1.6150, 0.9363], [3.0548, -0.4013, 0.2438], [-0.2996, -1.4153, -2.5575], [-0.6695, -1.7853, -0.9592], [0.7548, -2.5676, -1.7913], [1.5819, -0.0461, -1.8687]],
  "forces_ev_per_a": [[0.0573, 1.2281, -0.5231], [0.3888, 0.0711, 0.3099], [1.4262, -0.2441, -3.1428], [1.1186, 2.5315, 0.1247], [0.3346, -1.2371, 0.2372], [0.9356, -1.0168, -2.8204], [2.0910, 0.4431, 0.4556], [-2.0836, -0.5929, 0.6570], [-0.9267, 0.4125, -0.7740], [-0.0870, -0.2159, -0.2646], [-0.3966, 0.1942, 0.4151], [-0.6594, -0.7182, 1.2872], [-0.7323, 0.5224, 0.6081], [-0.9920, -1.9410, 0.7503], [0.6398, -0.3878, -0.3134], [0.3277, 1.5985, 0.8925], [-0.2010, -0.8555, -0.6025], [-0.8972, -0.6171, 0.3620], [0.5202, 0.6872, -0.2409], [-1.0643, 0.7192, 1.0712], [0.3890, 0.5964, -0.3163], [-0.2876, -0.6792, 0.7254], [-0.3452, -0.3804, 0.1888], [0.4441, -0.1181, 0.9132]],
  "lowdin_charge": [-0.555, -0.287, -0.235, -0.499, 0.003, -0.068, -0.085, -0.404, 0.195, 0.865, 0.094, 0.124, 0.039, 0.110, 0.075, 0.045, 0.062, 0.071, 0.087, 0.073, 0.049, 0.051, 0.068, 0.120]
}

=====

{
  "formula": "C8H14S2Si",
  "method": "the ωB97M-V functional and the def2-TZVPD basis",
  "total_energy_ev": -38065.742,
  "largest_force_ev_per_a": 3.6,
  "molar_mass_g_mol": 202.42,
  "lumo_ev": [-0.8, -0.9],
  "orbital_gap_ev": [7.0, 7.0],
  "species": ["C", "C", "C", "C", "C", "C", "C", "C", "Si", "S", "S", "H", "H", "H", "H", "H", "H", "H", "H", "H", "H", "H", "H", "H", "H"],
  "positions_angstrom": [[-3.5356, -0.5454, 1.4010], [-2.3580, -0.9846, 2.1076], [-3.6383, 0.2962, 0.3431], [-0.4251, 0.4245, 0.7210], [-0.6793, -2.3093, -0.8015], [2.0660, -0.6940, 0.0133], [0.1444, 0.4548, -2.3663], [-1.9402, 2.5453, 1.6048], [0.2675, -0.5345, -0.7213], [-0.7732, -0.7384, 1.9590], [-1.9301, 1.2399, 0.1601], [-4.4696, -1.1137, 1.7229], [-2.5744, -1.5422, 2.9158], [-1.6667, -2.0158, -1.0812], [-0.2404, -2.8650, -1.6803], [-0.8030, -2.8730, 0.0847], [2.2004, -1.6868, 0.6125], [2.8138, -0.7612, -0.7586], [2.1378, 0.0646, 0.7527], [-0.9238, 0.4803, -2.6593], [0.5588, 1.3817, -2.2178], [0.6526, -0.0724, -3.1473], [-1.0750, 3.1262, 1.5370], [-1.9983, 2.0685, 2.6182], [-2.7655, 3.2204, 1.4229]],
  "forces_ev_per_a": [[-0.1253, -1.0307, 0.2172], [-0.9650, 1.9546, -1.7657], [0.8321, 0.7095, -0.0030], [-2.1672, -0.4421, -0.8366], [1.7012, 1.9746, -2.3381], [-1.1744, -3.1497, -0.0135], [-1.8274, -3.0068, 0.9259], [-1.8178, -1.8153, -0.3166], [1.0799, -1.5631, 0.5788], [0.8926, 0.5696, -0.1718], [0.2200, 1.4499, 2.3799], [1.1648, 0.8541, -0.5124], [-0.4786, -2.1159, 2.8151], [-0.9824, 0.1430, -0.4624], [-0.4884, 0.1585, 1.1138], [0.5246, -0.6552, 0.8673], [-0.4763, 1.4828, -1.0551], [0.5806, 0.5127, -0.0660], [0.6130, 1.0064, 0.2056], [0.5353, 0.3554, 0.1644], [0.7983, 2.3883, 0.1901], [0.4969, -0.3042, -0.4695], [1.6570, 0.4709, -0.4031], [-0.1060, 0.1600, -1.1559], [-0.4877, -0.1073, 0.1118]],
  "lowdin_charge": [-0.338, -0.478, -0.200, -0.861, -0.181, -0.194, -0.168, -0.220, 0.467, 0.967, 0.847, 0.106, 0.017, -0.003, 0.039, -0.013, 0.060, 0.004, -0.010, 0.039, -0.006, 0.019, 0.011, 0.063, 0.033]
}

=====

{
  "formula": "C8H14SSi",
  "method": "the ωB97M-V functional and the def2-TZVPD basis",
  "total_energy_ev": -27235.306,
  "largest_force_ev_per_a": 4.8,
  "molar_mass_g_mol": 170.35,
  "smiles": "Cc1cscc1[Si](C)(C)C",
  "lumo_ev": 0.8,
  "orbital_gap_ev": 9.6,
  "species": ["C", "C", "C", "S", "C", "C", "Si", "C", "C", "C", "H", "H", "H", "H", "H", "H", "H", "H", "H", "H", "H", "H", "H", "H"],
  "positions_angstrom": [[1.6323, -2.3324, 0.6267], [2.1518, -0.9604, 0.3169], [3.4830, -0.8360, 0.0693], [3.9282, 0.7766, -0.2299], [2.3168, 1.3051, -0.2140], [1.4158, 0.2122, 0.1650], [-0.3785, 0.6018, -0.0735], [-0.6758, 2.4071, 0.4109], [-1.3910, -0.5039, 1.1681], [-1.2310, 0.4861, -1.8548], [1.2858, -2.4428, 1.6551], [0.6610, -2.5841, 0.0156], [2.3796, -3.1945, 0.5166], [4.1476, -1.6201, 0.4443], [2.1477, 2.3074, -0.3431], [-1.6988, 2.7198, 0.4449], [-0.2518, 2.9770, 1.2985], [-0.1977, 2.8067, -0.4734], [-0.9273, -1.5250, 1.0889], [-1.4245, -0.1909, 2.1661], [-2.4412, -0.6405, 0.6655], [-1.8531, 1.4186, -1.7135], [-0.5927, 0.5587, -2.6550], [-1.9448, -0.3450, -1.9165]],
  "forces_ev_per_a": [[-1.6677, -1.8587, -0.5255], [0.1544, -1.5307, -0.4189], [0.6612, -0.1122, 1.2850], [0.0780, -0.0822, -0.2124], [-0.6451, -4.5233, 1.5933], [1.2820, 3.5501, -1.9268], [-1.9083, -0.6640, 1.5309], [1.2950, 0.5008, 0.7927], [-0.6387, -1.5608, -4.0510], [-1.5948, 0.7696, 3.9464], [0.0041, 0.3150, 0.1767], [1.9943, 0.3559, 0.8180], [-0.9101, 1.4843, -0.2772], [0.2396, 0.4898, -0.7869], [-0.7333, 2.1430, -0.4375], [-0.8419, -0.1403, -0.5064], [0.0566, -1.3296, -0.9080], [-0.0655, 1.0449, -0.3822], [-0.5169, 0.8003, 0.3766], [-0.1789, 0.5507, 1.3641], [1.6278, 0.3759, 1.3245], [0.5002, -0.8128, -0.7107], [1.3739, 0.1748, -1.9711], [0.4341, 0.0594, -0.0936]],
  "lowdin_charge": [-0.078, -0.437, -0.406, 1.001, -0.404, -0.288, 0.589, -0.202, -0.180, -0.142, 0.068, 0.105, 0.098, 0.086, 0.020, 0.015, 0.062, 0.006, 0.002, -0.009, 0.058, 0.036, -0.021, 0.023]
}

=====

Relative energy (zero: lowest compared OMol25 entry of this formula, charge and spin) / kcal per mole: 59.1; 61.4; 0.0; 0.0